Density functional theory data (ωB97M-V/def2-TZVPD) for an isolated molecule of C6H14O3S at a distorted geometry.

```
! wB97M-V def2-TZVPD RIJCOSX def2/J DEFGRID3
* xyz 0 1
C 0.030 1.948 -0.113
C -0.041 0.551 0.352
C 1.024 -0.427 -0.136
C 1.198 -0.404 -1.611
C 2.361 -0.113 0.548
O 0.527 -1.725 0.365
S -1.988 0.121 -0.174
C -2.458 -1.012 1.095
O -2.635 1.380 -0.009
O -2.124 -0.445 -1.442
H -0.130 2.058 -1.235
H 1.036 2.362 0.334
H -0.835 2.432 0.455
H -0.221 0.467 1.503
H 2.071 -0.980 -2.061
H 0.391 -0.761 -2.229
H 1.362 0.625 -1.934
H 2.913 0.744 0.094
H 2.158 0.207 1.660
H 3.096 -0.969 0.582
H -0.077 -2.266 -0.135
H -3.309 -1.600 0.760
H -1.622 -1.756 1.296
H -2.728 -0.437 2.036
*
```

The SMILES is C[C@H](C(C)(C)O)S(C)(=O)=O. As for the energy above the lowest of the compared OMol25 structures with the same formula, charge and spin: 6.2 kcal/mol. The calculation puts the calculated total energy at -860.8452 hartree. The calculation puts the gap between HOMO and LUMO at 10.5 eV. The calculation puts the LUMO energy at 0.0243 Ha.